*w*
Density functional theory data (the ωB97M-V functional and the def2-TZVPD basis) for 2 unconnected molecules or ions with the total composition C2H3I3O.

Cartesian coordinates (Å):
C -0.15 -0.29 -1.15
C -0.84 -1.33 -0.64
O 0.68 0.97 1.55
I -1.24 1.40 -1.80
I -1.19 1.01 2.13
I 0.14 -3.09 -0.02
H 0.87 -0.36 -1.46
H -1.95 -1.40 -0.59
H 1.21 0.53 2.20

Output
Molecular weight = 423.76 g/mol
SMILES = I/C=C/I.OI
HOMO energy = -8.86 eV
LUMO = -0.66 eV

---

*x*
Density functional theory data (the ωB97M-V functional and the def2-TZVPD basis) for a molecular structure, C2H3I3O.

Cartesian coordinates (Å):
C 0.64 -0.24 -0.76
C -0.49 0.14 0.15
O 0.05 0.01 1.56
I 2.53 0.45 -0.18
I -0.93 2.21 -0.07
I -2.23 -1.16 -0.24
H 0.83 -1.33 -0.99
H 0.25 0.25 -1.64
H -0.65 -0.33 2.16

Output
Molecular weight = 423.76 g/mol
HOMO energy = -9.35 eV
LUMO = -0.66 eV

---

Which structure is the most stable? The one labeled *x*.

---

*w*
Density functional theory data (the ωB97M-V functional and the def2-TZVPD basis) for a molecular structure, C21H28CaCl4O2Sb.

Cartesian coordinates (Å):
Ca -1.53 0.97 -0.83
C -4.26 1.82 -1.88
C -3.70 1.14 -2.94
C -3.47 -0.22 -2.85
C -3.79 -0.89 -1.68
C -4.33 -0.20 -0.61
C -4.56 1.15 -0.71
H -4.46 2.88 -1.96
H -3.46 1.66 -3.85
H -3.04 -0.75 -3.68
H -3.62 -1.95 -1.61
H -4.57 -0.73 0.30
H -4.99 1.69 0.13
Cl 4.11 4.81 -1.93
C 2.62 4.14 -1.26
C 2.07 4.72 -0.12
Cl 2.87 6.09 0.63
C 0.88 4.19 0.43
Cl 0.25 4.99 1.89
C 0.17 3.06 -0.13
O -0.92 2.69 0.48
C 0.77 2.44 -1.38
O 0.30 1.42 -2.05
C 1.99 3.04 -1.87
Cl 2.77 2.38 -3.33
C -0.57 -2.82 3.29
C 0.69 -2.15 2.74
C 1.77 -3.21 2.48
Sb 0.15 -0.98 0.96
C 0.72 -2.40 -0.60
C 0.79 -1.67 -1.94
C -0.32 -3.52 -0.67
C 1.84 0.40 0.82
C 3.20 -0.27 1.03
C 1.63 1.53 1.83
H -0.34 -3.36 4.23
H -0.99 -3.53 2.55
H -1.33 -2.04 3.51
H 1.06 -1.43 3.50
H 1.42 -3.97 1.76
H 2.03 -3.73 3.43
H 2.70 -2.76 2.08
H 1.72 -2.82 -0.38
H -0.20 -1.22 -2.19
H 1.08 -2.37 -2.75
H 1.55 -0.87 -1.90
H -1.32 -3.11 -0.90
H -0.37 -4.06 0.29
H -0.04 -4.25 -1.47
H 1.82 0.84 -0.20
H 3.28 -0.65 2.07
H 4.01 0.48 0.88
H 3.34 -1.09 0.30
H 1.62 1.12 2.86
H 0.66 2.03 1.64
H 2.44 2.28 1.74
H -2.16 -0.94 -0.18

Output
Molecular weight = 616.10 g/mol
Total charge = -1
HOMO energy = -3.22 eV
LUMO = 2.57 eV

---

*x*
Density functional theory data (the ωB97M-V functional and the def2-TZVPD basis) for a molecular structure, C21H28CaCl4O2Sb.

Cartesian coordinates (Å):
Ca 1.58 -0.37 -0.23
C 2.23 -2.97 1.23
C 3.26 -2.85 0.31
C 4.17 -1.83 0.42
C 4.07 -0.92 1.45
C 3.04 -1.02 2.36
C 2.12 -2.05 2.25
H 1.53 -3.78 1.16
H 3.34 -3.57 -0.49
H 4.97 -1.74 -0.30
H 4.79 -0.12 1.55
H 2.95 -0.30 3.16
H 1.32 -2.13 2.97
Cl 4.81 5.02 3.00
C 3.77 4.07 1.95
C 2.89 4.71 1.08
Cl 2.84 6.46 1.03
C 2.06 3.94 0.25
Cl 0.96 4.80 -0.85
C 2.06 2.51 0.25
O 1.30 1.82 -0.51
C 2.97 1.84 1.16
O 3.02 0.56 1.21
C 3.81 2.66 1.99
Cl 4.93 1.89 3.12
C -3.63 0.93 1.57
C -3.58 -0.25 0.59
C -4.67 -0.08 -0.47
Sb -1.55 -0.37 -0.23
C -1.84 0.66 -2.12
C -0.66 0.37 -3.05
C -1.95 2.17 -1.87
C -1.51 -2.44 -0.95
C -2.77 -2.85 -1.71
C -1.28 -3.37 0.23
H -4.63 0.98 2.06
H -3.43 1.88 1.05
H -2.87 0.78 2.37
H -3.76 -1.18 1.17
H -4.54 0.87 -1.03
H -5.67 -0.06 0.01
H -4.66 -0.91 -1.20
H -2.77 0.30 -2.61
H 0.29 0.71 -2.58
H -0.80 0.89 -4.02
H -0.60 -0.72 -3.25
H -1.02 2.54 -1.39
H -2.81 2.39 -1.21
H -2.10 2.71 -2.83
H -0.64 -2.53 -1.64
H -3.65 -2.84 -1.03
H -2.66 -3.88 -2.10
H -2.95 -2.16 -2.56
H -2.11 -3.29 0.96
H -0.33 -3.09 0.75
H -1.19 -4.42 -0.11
H 1.58 -0.37 -2.33

Output
Molecular weight = 616.10 g/mol
Total charge = -1
HOMO energy = -3.97 eV
LUMO = 2.53 eV

---

Which structure is the most stable? The one labeled *w*.

---

*w*
Density functional theory data (the ωB97M-V functional and the def2-TZVPD basis) for a single CH3PSi molecule.

Cartesian coordinates (Å):
C 1.21 -1.55 0.21
Si -0.55 0.59 -0.03
P 1.56 -0.21 -0.64
H 1.85 -2.36 0.29
H -1.92 -0.02 0.01
H -0.05 0.46 1.28

Output
Molecular weight = 74.09 g/mol
SMILES = C#P=[SiH2]
HOMO energy (spin up / spin down) = -8.42 / -8.19 eV
LUMO (spin up / spin down) = -1.17 / -1.14 eV

---

*x*
Density functional theory data (the ωB97M-V functional and the def2-TZVPD basis) for a molecular structure, CH3PSi.

Cartesian coordinates (Å):
C -0.68 0.96 1.56
Si 0.78 -0.43 -1.49
P -0.82 1.26 0.06
H -0.20 0.70 2.48
H 1.35 -1.49 -0.58
H -0.43 -1.00 -2.03

Output
Molecular weight = 74.09 g/mol
HOMO energy (spin up / spin down) = -8.14 / -8.14 eV
LUMO (spin up / spin down) = -1.41 / -1.41 eV

---

Which structure is the most stable? The one labeled *x*.

---

*w*
Density functional theory data (the ωB97M-V functional and the def2-TZVPD basis) for 5 unconnected molecules or ions with the total composition C8H24BrO4.

Cartesian coordinates (Å):
Br -0.51 0.72 1.15
C -4.97 -2.53 0.87
C -3.73 -1.79 0.40
O -3.44 -0.81 1.41
H -5.21 -3.28 0.11
H -5.82 -1.86 1.01
H -4.72 -3.06 1.79
H -3.97 -1.32 -0.56
H -2.87 -2.46 0.28
H -2.62 -0.35 1.16
C 3.09 0.23 -0.57
C 3.41 0.27 0.94
O 2.55 -0.57 1.71
H 3.86 0.81 -1.08
H 2.14 0.72 -0.75
H 3.13 -0.82 -0.88
H 3.37 1.30 1.32
H 4.43 -0.01 1.22
H 1.66 -0.52 1.33
C -0.18 -3.92 -0.71
C 0.45 -2.62 -0.33
O 0.16 -1.63 -1.30
H -1.27 -3.99 -0.63
H 0.14 -4.63 0.05
H 0.06 -4.31 -1.70
H 1.51 -2.61 -0.06
H -0.02 -2.24 0.59
H -0.24 -0.84 -0.91
C 1.78 5.44 -0.53
C 0.84 4.26 -0.89
O -0.25 4.11 0.00
H 2.07 5.55 0.52
H 1.21 6.31 -0.86
H 2.66 5.41 -1.18
H 1.40 3.32 -0.96
H 0.43 4.53 -1.86
H -0.54 3.20 -0.10

Output
Molecular weight = 264.18 g/mol
Total charge = -1
HOMO energy = -5.32 eV
LUMO = 3.33 eV

---

*x*
Density functional theory data (the ωB97M-V functional and the def2-TZVPD basis) for 5 unconnected molecules or ions with the total composition C8H24BrO4.

Cartesian coordinates (Å):
Br 10.02 20.50 -4.32
C 12.10 13.90 -5.62
C 10.88 14.18 -4.75
O 10.43 15.47 -5.01
H 12.94 14.54 -5.35
H 11.92 14.05 -6.68
H 12.39 12.85 -5.54
H 11.01 14.03 -3.68
H 10.01 13.64 -5.14
H 11.12 16.01 -4.61
C 16.05 16.10 -2.74
C 15.00 17.09 -2.18
O 13.94 17.20 -3.11
H 16.22 16.15 -3.81
H 15.71 15.07 -2.63
H 17.01 16.15 -2.23
H 15.44 18.08 -2.05
H 14.60 16.73 -1.23
H 13.45 17.99 -2.85
C 8.40 25.99 -3.13
C 7.52 25.23 -4.14
O 7.21 23.98 -3.61
H 7.95 26.09 -2.14
H 8.53 27.04 -3.39
H 9.31 25.42 -2.96
H 8.05 25.14 -5.08
H 6.61 25.78 -4.34
H 7.95 23.43 -3.87
C 16.64 21.26 -7.32
C 15.54 20.59 -6.55
O 14.87 21.56 -5.77
H 16.16 22.02 -7.94
H 17.20 20.54 -7.92
H 17.38 21.82 -6.74
H 16.04 19.84 -5.94
H 14.86 20.05 -7.20
H 13.98 21.23 -5.64

Output
Molecular weight = 264.18 g/mol
Total charge = -1
HOMO energy = -3.87 eV
LUMO = 2.75 eV

---

Which structure is the most stable? The one labeled *w*.

---

*w*
Density functional theory data (the ωB97M-V functional and the def2-TZVPD basis) for a single C11H14INS molecule.

Cartesian coordinates (Å):
C 1.71 -0.35 0.94
C -1.79 0.10 -1.35
C 2.71 0.91 -0.94
C 1.50 0.50 -0.09
C -2.14 -0.12 -0.09
C 3.09 -0.96 1.05
C -0.62 0.95 -1.68
C 4.20 0.12 0.57
C 0.25 1.20 -0.40
C -4.56 -0.67 0.72
C -3.22 -1.20 0.27
N 3.89 0.69 -0.62
S -1.24 0.59 1.14
I 0.43 3.34 0.03
H 0.87 -0.50 1.53
H -2.18 -0.52 -2.19
H 2.79 1.52 -1.80
H 3.28 -1.27 2.03
H 3.22 -1.91 0.54
H 0.03 0.44 -2.39
H -0.85 1.87 -2.23
H 4.38 0.91 1.33
H 5.10 -0.33 0.48
H -4.34 0.11 1.49
H -5.12 -1.58 1.18
H -5.13 -0.23 -0.01
H -3.39 -1.67 -0.61
H -2.88 -1.94 1.09

Output
Molecular weight = 319.21 g/mol
SMILES = CCC1=CC[C@](I)(C2=CCCN=C2)S1
HOMO energy = -8.07 eV
LUMO = -0.01 eV

---

*x*
Density functional theory data (the ωB97M-V functional and the def2-TZVPD basis) for a single C11H14INS molecule.

Cartesian coordinates (Å):
C 0.02 0.71 -1.21
C 0.93 0.29 0.03
C -1.84 -0.58 -2.46
C -0.55 -0.58 -1.72
C 0.20 -0.13 1.40
C -1.02 1.74 -0.90
C 1.50 -0.91 -0.52
C -2.12 1.72 -2.12
C 0.36 -1.43 -1.27
C 1.31 -1.12 3.50
C 1.02 0.11 2.63
N -2.58 0.46 -2.57
S -1.37 -0.75 1.39
I 0.55 -3.52 -1.63
H 0.66 1.21 -2.01
H 1.53 1.12 0.22
H -2.27 -1.54 -2.84
H -1.67 1.44 0.01
H -0.65 2.69 -0.67
H 2.29 -0.81 -1.24
H 1.81 -1.62 0.40
H -3.07 2.27 -1.88
H -1.58 2.05 -2.94
H 0.41 -1.39 3.96
H 2.07 -0.99 4.25
H 1.73 -1.88 2.87
H 1.93 0.62 2.17
H 0.40 0.83 3.14

Output
Molecular weight = 319.21 g/mol
SMILES = CCC(=S)[C@H]1CC(I)=C2C=NCC[C@H]21
HOMO energy = -8.25 eV
LUMO = -0.36 eV

---

Which structure is the most stable? The one labeled *x*.

---

*w*
Density functional theory data (the ωB97M-V functional and the def2-TZVPD basis) for a molecular structure, C8H13F6N3O9S2Te4V.

Cartesian coordinates (Å):
V 0.93 0.18 1.46
Te 0.22 0.82 4.31
Te -1.93 0.18 5.73
Te -1.91 4.46 4.36
Te -0.71 2.90 2.67
F 3.48 -1.73 2.52
C 4.45 -1.75 1.62
F 5.16 -2.87 1.79
F 5.27 -0.71 1.86
S 3.82 -1.62 -0.16
O 2.32 0.96 1.64
O 4.90 -2.27 -0.92
N 2.60 -2.70 0.07
S 1.14 -2.29 -0.21
O 0.34 -2.01 0.98
O 0.93 -1.38 -1.31
C 0.50 -3.94 -0.73
F -0.81 -3.86 -0.96
F 1.10 -4.35 -1.85
F 0.70 -4.86 0.22
C -3.29 -2.16 0.42
C -2.68 -0.94 1.12
C -3.78 -0.08 1.73
O -1.75 -1.35 2.09
C -1.91 -0.08 0.10
O -2.40 0.10 -1.01
O -0.80 0.44 0.48
H -3.87 -2.73 1.14
H -2.49 -2.79 0.03
H -3.93 -1.85 -0.41
H -4.40 -0.69 2.40
H -4.41 0.35 0.95
H -3.35 0.73 2.32
H -2.19 -1.62 2.91
C 0.66 4.19 -4.75
O 1.32 4.68 -3.60
C 1.34 3.96 -2.42
O 1.92 4.43 -1.48
N 0.68 2.77 -2.48
N 0.60 1.92 -1.38
H 0.81 4.93 -5.53
H -0.42 4.07 -4.58
H 1.08 3.24 -5.09
H 0.16 2.53 -3.30
H 0.97 1.01 -1.65
H -0.37 1.76 -1.12

Output
Molecular weight = 1034.67 g/mol
⟨S²⟩ = 3.79
2S+1 = 4
Total charge = -2
HOMO energy (spin up / spin down) = -1.79 / -1.86 eV
LUMO (spin up / spin down) = 3.78 / 3.02 eV

---

*x*
Density functional theory data (the ωB97M-V functional and the def2-TZVPD basis) for a molecular structure, C8H13F6N3O9S2Te4V.

Cartesian coordinates (Å):
V 1.05 1.28 0.06
Te 3.56 1.56 2.19
Te 5.02 1.72 4.28
Te 1.48 2.76 5.57
Te 1.00 2.37 3.00
F 2.37 -2.52 -2.13
C 3.29 -1.57 -2.17
F 3.95 -1.69 -3.33
F 4.17 -1.77 -1.18
S 2.60 0.18 -2.02
O 1.63 2.55 -0.64
O 3.50 0.95 -2.88
N 1.25 -0.20 -2.91
S -0.19 0.06 -2.47
O -0.42 -0.02 -1.02
O -0.89 1.13 -3.13
C -1.05 -1.44 -3.10
F -2.37 -1.33 -2.82
F -0.93 -1.53 -4.43
F -0.60 -2.55 -2.55
C 1.18 -1.37 3.48
C 0.23 -1.61 2.31
C -0.63 -2.83 2.58
O -0.61 -0.47 2.08
C 1.05 -1.75 1.01
O 1.13 -2.86 0.50
O 1.60 -0.68 0.56
H 0.61 -1.16 4.39
H 1.83 -0.52 3.29
H 1.80 -2.25 3.65
H -1.23 -2.66 3.47
H -0.01 -3.71 2.73
H -1.28 -3.03 1.73
H -0.85 -0.07 2.92
C -3.26 3.03 -2.65
O -2.27 3.42 -1.72
C -2.00 2.65 -0.64
O -1.08 2.96 0.07
N -2.85 1.58 -0.46
N -2.66 0.85 0.72
H -3.35 3.86 -3.35
H -4.23 2.86 -2.17
H -2.94 2.14 -3.20
H -3.08 1.07 -1.30
H -1.99 0.10 0.63
H -3.55 0.52 1.05

Output
Molecular weight = 1034.67 g/mol
⟨S²⟩ = 3.78
2S+1 = 4
Total charge = -2
HOMO energy (spin up / spin down) = -1.31 / -1.32 eV
LUMO (spin up / spin down) = 3.94 / 3.46 eV

---

Which structure is the most stable? The one labeled *w*.

---

*w*
Density functional theory data (the ωB97M-V functional and the def2-TZVPD basis) for 2 unconnected molecules or ions with the total composition CH6NOPS.

Cartesian coordinates (Å):
C -1.77 0.16 0.45
N 1.70 -1.92 0.94
O -1.26 -0.43 -0.72
P 2.92 0.73 -0.25
S 1.29 -0.90 -0.05
H -2.35 1.03 0.23
H -0.85 0.44 1.00
H -2.16 -0.52 1.15
H -2.06 -0.83 -1.12
H 2.78 0.83 -1.65
H 1.77 1.41 0.03

Output
Molecular weight = 111.11 g/mol
SMILES = N#S#[PH2].CO
HOMO energy = -8.08 eV
LUMO = -0.56 eV

---

*x*
Density functional theory data (the ωB97M-V functional and the def2-TZVPD basis) for 2 unconnected molecules or ions with the total composition CH6NOPS.

Cartesian coordinates (Å):
C -0.66 -0.63 0.55
N -2.33 1.57 0.60
O 2.59 -0.98 -0.42
P -1.13 1.02 -0.21
S -0.50 1.67 -1.93
H -1.46 -0.81 1.27
H -0.56 -1.24 -0.29
H 0.36 -0.55 1.06
H 3.09 -1.56 0.26
H -2.73 2.41 0.19
H 3.33 -0.90 -1.08

Output
Molecular weight = 111.11 g/mol
HOMO energy = -9.19 eV
LUMO = 0.15 eV

---

Which structure is the most stable? The one labeled *x*.

---

*w*
Density functional theory data (the ωB97M-V functional and the def2-TZVPD basis) for 2 unconnected molecules or ions with the total composition C3H10N4O.

Cartesian coordinates (Å):
C 1.71 -0.96 -0.43
C 0.33 -1.27 0.09
N -0.77 -0.90 -0.80
N 0.18 -2.10 1.05
H -1.66 -1.33 -0.56
H -0.52 -0.71 -1.77
H -0.80 -2.35 1.19
H 1.69 -0.21 -1.22
H 2.18 -1.88 -0.79
H 2.31 -0.58 0.39
N 0.65 2.22 0.30
C -1.19 0.97 -0.17
O -2.42 0.83 0.44
N -0.13 1.10 0.63
H -2.22 0.59 1.36
H 1.62 2.03 0.54
H 0.35 3.03 0.84
H -1.30 1.53 -1.11

Output
Molecular weight = 118.14 g/mol
SMILES = [H]/N=C(/C)N.N/N=C/O
HOMO energy = -7.44 eV
LUMO = 0.78 eV

---

*x*
Density functional theory data (the ωB97M-V functional and the def2-TZVPD basis) for a single C3H10N4O molecule.

Cartesian coordinates (Å):
C 0.17 0.25 -2.09
N -1.11 -1.79 0.55
N -1.08 -0.67 -0.38
N 0.18 -0.49 -0.82
H -0.45 -2.49 0.22
H -2.03 -2.19 0.44
H 1.19 0.57 -2.31
H -0.17 -0.45 -2.85
H -0.51 1.11 -2.07
C 1.44 0.30 1.44
N 0.60 0.73 0.33
C -1.10 0.78 0.61
O -1.58 1.81 0.18
H 0.82 1.66 -0.02
H -1.33 0.32 1.59
H 1.20 -0.74 1.68
H 2.50 0.37 1.17
H 1.25 0.91 2.33

Output
Molecular weight = 118.14 g/mol
SMILES = CN1N(N)[C@H]([O-])[N@H+]1C
HOMO energy = -8.13 eV
LUMO = 0.90 eV

---

Which structure is the most stable? The one labeled *w*.